No. 1
Formula: C2H5BrOS
Source: the Open Molecules 2025 dataset
Level of theory: ωB97M-V with the def2-TZVPD basis set

Each line ends with the natural charge from an NBO analysis.
CARTESIAN COORDINATES (ANGSTROEM)
C: -0.7616 0.9030 0.1833  -0.71
C: 0.2913 -0.0446 -0.2856  0.12
O: -0.6423 -1.6655 -0.1197  -0.81
S: 1.9007 -0.3671 0.4799  0.04
Br: 0.5819 -0.0033 -2.3244  0.00
H: -0.2648 1.6651 0.6712  0.23
H: -1.3447 1.1152 -0.6456  0.25
H: -1.3645 0.3744 0.8353  0.26
H: -0.1106 -2.1698 0.5569  0.45
H: 2.2504 -1.4036 -0.3722  0.17

Cartesian forces, eV/Å:
C 2.0 -1.6 -0.5
C -0.7 -5.0 -1.6
O 2.4 2.4 0.3
S -0.7 -0.1 -0.4
Br -0.4 0.1 1.6
H 0.5 2.3 0.8
H -1.0 1.1 -1.4
H -1.1 -1.0 1.6
H -0.6 0.9 -1.0
H -0.4 0.9 0.6

Results
gap between HOMO and LUMO	9.943	eV
charge	0
relative energy (zero: lowest compared OMol25 entry of this formula, charge and spin)	2.1104	eV
HOMO	-9.776	eV

No. 2
Formula: C2H5BrS3
Source: the Open Molecules 2025 dataset
Level of theory: ωB97M-V with the def2-TZVPD basis set

Each line ends with the natural charge from an NBO analysis.
CARTESIAN COORDINATES (ANGSTROEM)
C: 0.5143 -0.0199 -0.7226  -0.73
C: 1.5142 0.8113 1.6945  -0.52
S: -1.2328 -0.2218 -1.1605  0.01
S: 0.9661 -0.5972 0.9820  0.41
S: 3.9500 1.0329 1.0075  -0.23
Br: 3.8876 0.0647 -0.9006  -0.09
H: 1.1042 -0.7278 -1.3798  0.25
H: 1.0354 0.8607 -1.1461  0.28
H: 1.8970 0.8969 2.7719  0.27
H: 1.0398 1.6963 1.3219  0.22
H: -1.3421 -1.3169 -0.4294  0.12

Cartesian forces, eV/Å:
C 1.6 -1.7 -1.4
C 2.8 0.9 1.3
S 0.2 0.9 0.1
S -0.2 -0.1 -0.9
S -1.7 0.5 1.0
Br 0.0 -0.3 -0.4
H -0.9 0.1 0.9
H -0.8 0.3 1.1
H -1.0 -0.7 -1.7
H 0.3 0.6 -0.2
H -0.2 -0.5 0.1

Results
gap between HOMO and LUMO	7.606	eV
charge	0
relative energy (zero: lowest compared OMol25 entry of this formula, charge and spin)	0.4680	eV
HOMO	-8.369	eV

No. 3
Formula: C2H5BrSe
Source: the Open Molecules 2025 dataset
Level of theory: ωB97M-V with the def2-TZVPD basis set

Each line ends with the natural charge from an NBO analysis.
CARTESIAN COORDINATES (ANGSTROEM)
C: 1.4789 -1.2141 0.9756  -0.77
C: -1.2839 0.8978 -0.8402  -0.62
Se: 0.7412 -0.3998 -0.4880  0.59
Br: -2.7247 0.1831 0.3071  -0.05
H: 1.9964 -0.7037 1.6900  0.20
H: 0.8650 -2.0974 1.1446  0.21
H: -1.2769 1.9239 -0.5537  0.19
H: -1.4853 0.7515 -1.8374  0.18
H: 1.6892 0.6586 -0.3980  0.07

Cartesian forces, eV/Å:
C -2.4 -1.4 -2.8
C 0.4 -0.5 3.3
Se -0.6 -0.6 0.1
Br 0.7 0.0 -0.6
H 1.0 1.3 2.0
H 0.6 0.0 0.6
H 0.5 0.7 0.0
H -0.5 -0.6 -2.2
H 0.4 1.1 -0.3

Results
gap between HOMO and LUMO (spin up / spin down)	7.601 / 7.574	eV
charge	0
relative energy (zero: lowest compared OMol25 entry of this formula, charge and spin)	3.8240	eV
HOMO (spin up / spin down)	-7.696 / -7.756	eV

No. 4
Formula: C2H5BrSi
Source: the Open Molecules 2025 dataset
Level of theory: ωB97M-V with the def2-TZVPD basis set

Each line ends with the natural charge from an NBO analysis.
CARTESIAN COORDINATES (ANGSTROEM)
C: -0.2596 1.7156 -0.1255  -0.51
C: 0.1012 0.4691 -0.2597  -0.03
Si: -0.4836 -1.3035 -0.1151  0.84
Br: 2.9662 -0.1095 0.6286  -0.47
H: 0.4492 2.5697 -0.1718  0.28
H: -1.2451 1.7617 0.0437  0.25
H: 0.1121 -2.2050 0.9120  -0.12
H: -1.8020 -1.1009 0.3765  -0.14
H: 0.1616 -1.7971 -1.2886  -0.12

Cartesian forces, eV/Å:
C 5.2 -0.9 -0.9
C 0.9 0.5 1.7
Si 2.5 -0.4 1.1
Br -1.8 0.4 -0.8
H -0.8 -0.6 0.2
H -3.9 0.8 0.4
H 0.0 0.6 0.1
H -1.5 0.1 -0.5
H -0.6 -0.6 -1.3

Results
gap between HOMO and LUMO (spin up / spin down)	6.646 / 6.647	eV
charge	0
relative energy (zero: lowest compared OMol25 entry of this formula, charge and spin)	4.6855	eV
HOMO (spin up / spin down)	-9.021 / -9.021	eV

No. 5
Formula: C2H5BrSi
Source: the Open Molecules 2025 dataset
Level of theory: ωB97M-V with the def2-TZVPD basis set

Each line ends with the natural charge from an NBO analysis.
CARTESIAN COORDINATES (ANGSTROEM)
Br: -2.6386 0.1446 0.0771  -0.34
Si: -0.6765 -0.8713 -0.1821  0.95
C: 0.6111 0.0222 0.8298  -0.80
C: 0.7591 0.6594 -0.5540  -0.69
H: -1.1237 -1.9626 -1.0181  -0.10
H: 1.3538 -0.5750 1.4407  0.25
H: 0.0350 0.6715 1.5346  0.26
H: 0.2685 1.5731 -0.7864  0.23
H: 1.4111 0.3379 -1.3416  0.23

Cartesian forces, eV/Å:
Br -0.3 0.1 0.2
Si 0.5 3.0 -0.4
C 0.2 -0.7 1.4
C -1.9 -2.7 0.1
H 0.8 -0.7 -0.1
H -0.3 1.0 -1.2
H 0.5 -0.5 -0.6
H -0.3 0.7 0.3
H 0.8 -0.3 0.3

Results
SMILES	Br[SiH]1CC1
gap between HOMO and LUMO	8.644	eV
charge	0
relative energy (zero: lowest compared OMol25 entry of this formula, charge and spin)	1.3401	eV
HOMO	-8.042	eV

No. 6
Formula: C2H5Cl2NO2
Source: the Open Molecules 2025 dataset
Level of theory: ωB97M-V with the def2-TZVPD basis set

Each line ends with the natural charge from an NBO analysis.
CARTESIAN COORDINATES (ANGSTROEM)
C: 11.6197 -3.7952 -15.4262  -0.49
N: 11.9711 -5.0848 -14.6414  0.52
O: 11.9533 -6.1940 -15.2312  -0.38
O: 12.2327 -4.9733 -13.4743  -0.36
H: 12.5516 -3.2438 -15.5516  0.24
H: 10.9046 -3.3522 -14.7330  0.22
H: 11.1102 -3.9576 -16.3760  0.24
Cl: 6.5347 -5.1991 -15.6665  0.01
C: 8.2536 -5.1556 -15.4370  -0.40
Cl: 9.1385 -6.4523 -16.3895  -0.04
H: 8.5210 -4.1340 -15.7073  0.21
H: 8.5187 -5.2825 -14.3874  0.22

Cartesian forces, eV/Å:
C -0.3 -0.8 0.9
N -0.1 -2.4 -2.2
O 0.1 2.6 0.8
O 0.0 0.7 0.3
H -0.3 0.0 0.2
H 0.4 0.6 -0.1
H 0.4 -0.6 0.1
Cl -0.6 -0.3 0.0
C 0.9 -0.1 0.0
Cl -0.8 1.2 0.6
H 0.5 -0.4 -0.5
H -0.2 -0.3 -0.2

Results
SMILES	C[N+](=O)[O-].ClCCl
gap between HOMO and LUMO	10.994	eV
charge	0
relative energy (zero: lowest compared OMol25 entry of this formula, charge and spin)	0.3292	eV
HOMO	-10.859	eV

No. 7
Formula: C2H5Cl3NO
Source: the Open Molecules 2025 dataset
Level of theory: ωB97M-V with the def2-TZVPD basis set

Each line ends with the natural charge from an NBO analysis.
CARTESIAN COORDINATES (ANGSTROEM)
N: 0.2268 -0.6927 -0.3053  -0.77
C: -0.6514 0.6036 -0.5183  0.26
O: -0.1849 1.5915 0.2163  -0.64
C: -2.1879 0.0214 0.0436  -0.20
Cl: -2.1827 0.3671 1.7432  0.09
Cl: -3.4202 0.8772 -0.9391  0.10
Cl: -2.2845 -1.7451 -0.2274  0.06
H: 1.0548 -0.3715 -0.8961  0.46
H: -0.3316 -1.5655 -0.6069  0.46
H: 0.5413 -0.6970 0.6397  0.43
H: -0.8404 0.6580 -1.6506  0.25
H: -0.3467 1.3762 1.1553  0.50

Cartesian forces, eV/Å:
N 1.0 1.8 -3.0
C -3.5 -3.6 -0.3
O 0.6 0.6 -0.7
C 1.5 1.1 -1.6
Cl -0.7 -0.1 0.5
Cl 0.6 -0.5 0.9
Cl -0.9 0.2 0.0
H -0.9 -1.5 0.8
H 1.3 1.3 0.4
H 0.2 -0.5 1.1
H 0.9 0.8 1.8
H -0.1 0.4 0.0

Results
SMILES	[NH3+][C@H](O)C(Cl)(Cl)Cl
gap between HOMO and LUMO	11.885	eV
charge	+1
relative energy (zero: lowest compared OMol25 entry of this formula, charge and spin)	1.1983	eV
HOMO	-15.466	eV

No. 8
Formula: C2H5ClN2
Source: the Open Molecules 2025 dataset
Level of theory: ωB97M-V with the def2-TZVPD basis set

Each line ends with the natural charge from an NBO analysis.
CARTESIAN COORDINATES (ANGSTROEM)
C: 0.7813 0.8186 0.1695  0.26
C: -0.8824 -0.8407 0.0594  -0.43
N: 0.4265 -0.3440 0.2589  -0.40
N: 2.8022 0.9604 0.0379  -0.68
Cl: 3.3609 -0.5831 0.0790  0.14
H: 0.2735 1.6828 -0.0376  0.16
H: -1.7247 -0.1491 0.1024  0.18
H: -1.0194 -1.6954 0.7192  0.22
H: -0.7484 -1.1031 -0.9777  0.22
H: 2.4444 1.1422 -0.9402  0.34

Cartesian forces, eV/Å:
C 4.0 -3.2 0.5
C -0.3 -0.4 -0.4
N 1.3 1.4 0.8
N -4.7 2.2 -0.9
Cl 0.3 -1.6 0.0
H -0.9 2.5 -0.3
H 0.1 0.3 0.4
H -0.3 -0.1 -0.3
H -0.9 -1.0 -0.4
H 1.4 -0.3 0.7

Results
gap between HOMO and LUMO	9.600	eV
charge	0
relative energy (zero: lowest compared OMol25 entry of this formula, charge and spin)	4.1709	eV
HOMO	-8.942	eV

No. 9
Formula: C2H5ClN2O
Source: the Open Molecules 2025 dataset
Level of theory: ωB97M-V with the def2-TZVPD basis set

Each line ends with the natural charge from an NBO analysis.
CARTESIAN COORDINATES (ANGSTROEM)
C: -1.2994 -0.2319 -0.2764  0.03
C: 1.6467 0.9208 0.0564  -0.28
N: -1.1854 -1.6316 -0.1846  -0.39
N: -0.4924 -0.8496 0.6677  0.03
O: 1.3176 -0.3797 -0.3097  -0.55
Cl: -2.7813 0.5677 0.1833  -0.02
H: -0.7112 0.3408 -0.9573  0.24
H: 2.6818 0.8961 -0.1688  0.21
H: 1.5123 1.1152 1.1423  0.16
H: 1.0054 1.6494 -0.3081  0.14
H: -1.6941 -2.3970 0.1552  0.42

Cartesian forces, eV/Å:
C -1.1 0.7 -0.5
C -0.4 -2.2 2.4
N 2.3 1.7 -1.1
N 2.5 -0.4 0.7
O -2.7 -1.1 1.1
Cl -0.1 0.1 0.3
H -0.3 -0.2 -1.2
H 1.2 1.2 -0.4
H 0.5 -0.5 0.0
H -0.8 1.7 -1.8
H -1.1 -0.9 0.6

Results
gap between HOMO and LUMO (spin up / spin down)	8.087 / 8.068	eV
charge	0
relative energy (zero: lowest compared OMol25 entry of this formula, charge and spin)	5.7668	eV
HOMO (spin up / spin down)	-9.124 / -9.107	eV

No. 10
Formula: C2H5ClN2O
Source: the Open Molecules 2025 dataset
Level of theory: ωB97M-V with the def2-TZVPD basis set

Each line ends with the Mulliken spin population.
CARTESIAN COORDINATES (ANGSTROEM)
C: 0.7901 0.7363 1.3260  0.36
C: -1.3097 -0.4961 -1.3876  0.03
N: 1.2651 -0.6352 0.9550  0.26
N: 0.5377 0.1951 0.0537  0.24
O: -0.7967 -0.2617 -0.0691  -0.02
Cl: 1.8397 2.0226 1.4583  1.14
H: -0.0546 0.6170 2.0234  -0.05
H: -2.1902 -1.0129 -1.1139  0.00
H: -0.6853 -1.1890 -1.8642  0.00
H: -1.5817 0.5667 -1.9402  0.00
H: 2.1856 -0.5428 0.5586  0.04

Cartesian forces, eV/Å:
C -4.8 -3.4 1.9
C -0.3 3.7 0.2
N -0.7 -1.4 -1.1
N -0.9 -1.2 -2.5
O 0.1 0.2 1.4
Cl 4.3 5.1 0.5
H 0.2 0.4 -0.3
H -1.3 -0.3 -0.2
H 1.0 -0.5 -1.4
H 0.9 -2.9 1.1
H 1.4 0.3 0.2

Results
gap between HOMO and LUMO (spin up / spin down)	4.407 / 6.181	eV
charge	0
2S+1	3
relative energy (zero: lowest compared OMol25 entry of this formula, charge and spin)	5.0737	eV
HOMO (spin up / spin down)	-3.472 / -10.691	eV
<S²>	2.0093

- The highest charge belongs to which entry?
  C2H5Cl3NO